Density functional theory data (ωB97M-V with the def2-TZVPD basis set) for 5 unconnected molecules or ions with the total composition C2H14N2O4 in a non-equilibrium geometry.

Atoms and positions in Å:
H1 -1.880 2.130 2.612
N1 -1.624 1.568 1.840
C1 -0.758 2.092 1.082
N2 -0.308 1.460 -0.013
C2 0.675 2.058 -0.895
H2 -0.340 3.082 1.249
H3 -0.672 0.503 -0.178
H4 0.219 2.483 -1.797
H5 1.243 2.820 -0.358
H6 1.366 1.313 -1.232
O1 0.821 -0.670 -2.686
H7 -0.094 -0.756 -2.511
H8 1.216 -1.528 -2.963
O2 0.055 -1.600 2.489
H9 -0.614 -0.885 2.268
H10 -0.485 -2.392 2.652
O3 1.716 -2.109 0.184
H11 1.537 -1.685 1.056
H12 1.400 -1.548 -0.587
O4 -1.012 -1.792 -0.883
H13 -0.530 -2.486 -0.406
H14 -1.930 -2.056 -0.923

Its total energy is -495.06077 a.u. The calculation puts the energy above the lowest of the compared OMol25 structures with the same formula, charge and spin at 55.5 kJ/mol. The frontier orbital gap is 9.1 eV.